Record 1
This record from the OMol25 dataset describes a molecular structure, C56H51N4ORbS2Si. The level of theory is the ωB97M-V functional and the def2-TZVPD basis.

Results
Charge = -1
LUMO energy (spin up / spin down) = 1.950 / 1.949 eV
Spin multiplicity = 2
HOMO-LUMO gap (spin up / spin down) = 3.7365 / 5.5020 eV
ΔE to the lowest compared entry with this formula, charge and spin = 3.04 kJ/mol
⟨S²⟩ = 0.79

Last column: Löwdin spin population.
Atoms and positions in Å:
Rb1 0.23881 -0.22238 -1.07353  0.002
C1 3.96791 -3.21024 0.69023  0.000
C2 3.89153 -1.94399 -0.13091  0.000
C3 3.77513 -2.02346 -1.52493  0.000
C4 3.70786 -3.39183 -2.16520  0.001
C5 3.71726 -0.84529 -2.27614  0.000
C6 3.68162 -0.87528 -3.78829  0.000
C7 3.74581 0.40414 -1.63404  0.000
C8 3.64948 1.65567 -2.47488  0.000
C9 3.90519 0.47741 -0.24713  0.000
C10 4.05272 1.82108 0.42779  0.000
C11 3.95955 -0.70398 0.50568  0.000
C12 4.10732 -0.66933 2.00892  0.000
H1 2.97198 -3.54603 0.99601  0.000
H2 4.55203 -3.06592 1.59671  0.000
H3 4.42633 -4.02351 0.13285  0.000
H4 4.66815 -3.90989 -2.08778  0.000
H5 3.43931 -3.36639 -3.21643  0.001
H6 2.96356 -4.01543 -1.66845  0.000
H7 2.67191 -0.72153 -4.18067  0.000
H8 4.05138 -1.81754 -4.18290  0.000
H9 4.30963 -0.08720 -4.20295  0.000
H10 4.62200 1.91233 -2.90833  0.000
H11 3.28469 2.50126 -1.90160  0.000
H12 2.94904 1.52215 -3.29815  0.000
H13 3.07974 2.20435 0.74758  0.000
H14 4.49672 2.55543 -0.24049  0.000
H15 4.69398 1.76415 1.30572  0.000
H16 5.12274 -0.94351 2.31320  0.000
H17 3.41784 -1.36299 2.49020  0.000
H18 3.89194 0.31442 2.40846  0.000
S1 1.19624 -6.23636 -5.98441  0.026
C13 2.80964 -6.23100 -6.58060  0.051
C14 3.41663 -5.03762 -6.34005  0.000
C15 2.57091 -4.10873 -5.67793  0.051
C16 1.31870 -4.60497 -5.39816  0.008
C17 0.20835 -3.97539 -4.71899  0.115
C18 0.43106 -2.96943 -3.77265  0.005
N1 -0.48769 -2.32131 -3.08887  0.116
C19 -1.81282 -2.63105 -3.34491  0.097
C20 -2.14791 -3.67022 -4.26791  0.026
C21 -3.54221 -3.96660 -4.49970  0.021
C22 -4.51692 -3.26217 -3.89728  -0.009
C23 -4.20559 -2.19623 -2.98579  0.046
C24 -5.19167 -1.43477 -2.38475  0.014
C25 -4.85659 -0.41217 -1.50362  0.086
C26 -3.47980 -0.22911 -1.24351  -0.009
N2 -2.50873 -0.92444 -1.79665  0.078
C27 -2.83583 -1.91061 -2.69795  0.062
C28 -5.83945 0.44424 -0.84669  -0.004
C29 -5.64668 1.30656 0.20104  0.038
C30 -6.83216 1.98562 0.59125  0.000
C31 -7.91343 1.64270 -0.15909  0.037
S2 -7.49422 0.49163 -1.36357  0.011
C32 -1.14365 -4.34138 -4.93260  0.119
H19 3.21003 -7.09341 -7.08742  0.003
H20 4.43114 -4.81795 -6.64356  -0.002
H21 2.85173 -3.08811 -5.45717  0.004
H22 1.46151 -2.70056 -3.54317  -0.002
H23 -3.78271 -4.76849 -5.18899  0.001
H24 -5.56123 -3.48423 -4.08973  -0.001
H25 -6.23153 -1.65331 -2.61086  0.000
H26 -3.17071 0.52572 -0.51962  -0.002
H27 -4.67979 1.41970 0.67942  0.002
H28 -6.87446 2.69309 1.40701  -0.001
H29 -8.92759 1.99787 -0.07399  0.002
H30 -1.40005 -5.11582 -5.64777  0.009
C33 1.98317 4.86871 4.59199  0.000
C34 2.82560 3.78531 4.38838  0.000
C35 2.32866 2.62013 3.82062  0.000
C36 0.98759 2.49397 3.44620  0.000
C37 0.15774 3.59656 3.66995  0.000
C38 0.64729 4.76990 4.23080  0.000
Si1 0.40138 0.89438 2.60052  0.000
C39 0.42060 -0.55013 3.80934  0.000
C40 1.25800 -0.61929 4.92261  0.000
C41 1.26743 -1.73758 5.74628  0.000
C42 0.43841 -2.81429 5.46728  0.000
C43 -0.40488 -2.76494 4.36536  0.000
C44 -0.41343 -1.64296 3.54829  0.000
H31 2.36496 5.78187 5.03227  0.000
H32 3.87078 3.84789 4.66750  0.000
H33 3.01155 1.79206 3.66260  0.000
H34 -0.88838 3.54015 3.40493  0.000
H35 -0.02350 5.60560 4.39424  0.000
H36 1.55095 0.62214 1.68404  0.000
H37 1.90800 0.21595 5.16463  0.000
H38 1.92158 -1.76681 6.60975  0.000
H39 0.44490 -3.68668 6.10925  0.000
H40 -1.05939 -3.59896 4.14356  0.000
H41 -1.08594 -1.60358 2.69774  0.000
N3 -0.98079 0.91690 1.62264  0.000
C45 -2.20429 1.36360 1.59843  0.000
C46 -2.68912 2.04237 2.83942  0.000
C47 -3.50060 3.17632 2.71134  0.000
C48 -3.93102 3.87929 3.82456  0.000
C49 -3.61511 3.42345 5.10100  0.000
C50 -2.86545 2.26339 5.24264  0.000
C51 -2.39861 1.58354 4.12527  0.000
H42 -3.77967 3.48563 1.70758  0.000
H43 -4.53603 4.77146 3.70708  0.000
H44 -3.96647 3.95668 5.97599  0.000
H45 -2.63006 1.89478 6.23459  0.000
H46 -1.79060 0.69632 4.25051  0.000
O1 0.81325 2.32736 -1.34607  0.000
N4 -0.14908 3.12856 -1.01989  0.000
C52 -1.26105 3.19556 -1.78508  0.000
C53 -2.30752 4.02515 -1.44948  0.000
C54 -2.22000 4.82173 -0.31916  0.000
C55 -1.07655 4.73386 0.46015  0.000
C56 -0.05943 3.88069 0.09929  0.000
H47 -1.25183 2.54197 -2.64407  0.000
H48 -3.18875 4.02502 -2.07481  0.000
H49 -3.03559 5.47209 -0.03557  0.000
H50 -0.96908 5.30265 1.37327  0.000
H51 0.84471 3.73382 0.67092  0.000

=====

Record 2
This record from the OMol25 dataset describes a molecular structure, C56H53IN3OP2S2Y. The level of theory is the ωB97M-V functional and the def2-TZVPD basis.

Results
Charge = -1
LUMO energy (spin up / spin down) = 1.988 / 1.988 eV
Spin multiplicity = 2
HOMO-LUMO gap (spin up / spin down) = 2.7564 / 5.6104 eV
⟨S²⟩ = 0.77

Last column: Löwdin spin population.
Atoms and positions in Å:
Y1 0.57749 -0.82753 -1.59591  0.020
C1 2.05822 0.48126 -4.85523  0.001
C2 3.04868 0.51628 -3.67349  0.000
N1 2.39396 0.97867 -2.45428  0.001
C3 1.96912 2.37365 -2.52788  0.000
C4 0.68570 2.62362 -1.75483  0.000
N2 -0.36423 1.66630 -2.10415  0.000
C5 -1.01254 1.90478 -3.40348  0.002
C6 -0.21255 1.44886 -4.63499  0.001
N3 0.68481 0.32810 -4.40844  0.006
H1 2.15672 1.39198 -5.45667  0.000
H2 2.33929 -0.34986 -5.50487  0.001
H3 3.43033 -0.48446 -3.46281  0.000
H4 3.91265 1.14737 -3.93596  0.000
H5 3.02549 0.82860 -1.67486  0.000
H6 2.74915 3.05122 -2.15620  0.000
H7 1.81869 2.63318 -3.57460  0.000
H8 0.88085 2.51591 -0.68298  0.000
H9 0.36243 3.66275 -1.92840  0.000
H10 -1.08896 1.70924 -1.39458  0.000
H11 -1.95218 1.36316 -3.38766  0.002
H12 -1.24831 2.97516 -3.51436  0.000
H13 -0.95064 1.21421 -5.41264  0.001
H14 0.37540 2.28470 -5.02336  0.000
H15 0.26350 -0.55552 -4.66121  0.003
C7 -1.55242 3.58788 4.77132  0.000
C8 -0.87301 2.25631 5.13647  0.000
C9 -0.83926 2.11580 6.66110  0.000
C10 -1.66645 1.12670 4.49831  0.000
C11 -2.78238 0.55954 5.10254  0.000
C12 -3.57077 -0.37397 4.44426  0.000
C13 -3.25907 -0.72753 3.14539  0.000
C14 -2.14668 -0.19012 2.50035  0.000
P1 -1.87546 -0.59412 0.71413  0.000
C15 -2.10501 -2.40789 0.72419  0.002
C16 -1.54105 -3.15033 1.75942  0.000
C17 -1.53069 -4.53233 1.70522  0.002
C18 -2.07018 -5.19104 0.60799  0.000
C19 -2.61859 -4.45962 -0.43128  0.002
C20 -2.63439 -3.07255 -0.37946  0.004
C21 -3.46599 0.13153 0.13371  0.002
C22 -4.61105 -0.58021 -0.20242  0.001
C23 -5.76034 0.09422 -0.59277  0.004
C24 -5.77820 1.47966 -0.64584  0.001
C25 -4.63930 2.19955 -0.30892  0.005
C26 -3.49025 1.52417 0.07090  0.001
C27 -1.35580 0.70637 3.20410  0.000
O1 -0.26002 1.20474 2.55063  0.000
C28 0.76781 1.72367 3.29474  0.000
C29 2.02643 1.70732 2.70096  0.000
C30 3.07385 2.30439 3.39689  0.000
C31 2.87589 2.87042 4.64358  0.000
C32 1.61524 2.83101 5.21959  0.000
C33 0.53434 2.25451 4.56091  0.000
P2 2.28471 0.85122 1.08936  0.000
C34 3.52014 2.03916 0.42123  0.000
C35 3.19771 3.40032 0.43906  0.000
C36 4.04611 4.34455 -0.11027  0.000
C37 5.23216 3.94541 -0.71529  0.000
C38 5.56013 2.60051 -0.74733  0.000
C39 4.71704 1.65552 -0.17349  0.000
C40 3.22693 -0.62405 1.64018  0.000
C41 3.41704 -0.90530 2.94307  0.000
C42 3.94989 -2.18441 3.38969  0.000
C43 4.28197 -3.13029 2.50434  0.000
C44 4.17313 -2.88812 1.06333  0.000
C45 3.56382 -1.62014 0.57376  0.000
H16 -2.57285 3.60956 5.15629  0.000
H17 -1.59414 3.71955 3.68941  0.000
H18 -0.99554 4.42476 5.19704  0.000
H19 -1.84433 2.15037 7.07767  0.000
H20 -0.29346 2.94047 7.11668  0.000
H21 -0.36935 1.18052 6.96402  0.000
H22 -3.05600 0.85766 6.10509  0.000
H23 -4.43178 -0.80594 4.93497  0.000
H24 -3.88162 -1.43727 2.61738  0.000
H25 -1.07597 -2.65646 2.60451  0.000
H26 -1.06882 -5.09257 2.50705  0.000
H27 -2.03758 -6.27079 0.55335  0.000
H28 -3.00663 -4.95024 -1.31418  0.001
H29 -3.02254 -2.52414 -1.23126  0.003
H30 -4.60882 -1.66123 -0.17988  0.001
H31 -6.63967 -0.47373 -0.86838  0.000
H32 -6.67528 1.99942 -0.95649  0.000
H33 -4.64135 3.28110 -0.34570  0.000
H34 -2.60914 2.09400 0.35085  0.000
H35 4.06228 2.30637 2.95628  0.000
H36 3.70143 3.32759 5.17126  0.000
H37 1.47411 3.26756 6.19823  0.000
H38 2.27549 3.72915 0.90547  0.000
H39 3.77708 5.39277 -0.07375  0.000
H40 5.89434 4.68125 -1.15272  0.000
H41 6.48271 2.27605 -1.21008  0.000
H42 4.99366 0.61314 -0.18592  0.000
H43 3.12502 -0.20328 3.71196  0.000
H44 4.02343 -2.37142 4.45413  0.000
H45 4.59838 -4.11288 2.83361  0.000
H46 3.95176 -3.74876 0.44305  0.000
H47 3.29829 -2.13661 -1.44692  0.000
I1 1.73345 -2.96256 -3.92367  0.008
C46 -0.21327 -3.65408 -4.28190  0.130
C47 -0.31501 -4.85735 -5.00566  0.106
C48 -1.57814 -5.31693 -5.31159  0.056
C49 -2.70704 -4.59203 -4.93592  0.143
C50 -2.60246 -3.37694 -4.22127  0.018
C51 -3.73414 -2.61561 -3.89690  0.135
C52 -3.61483 -1.40132 -3.21150  0.085
C53 -2.35931 -0.99680 -2.78598  0.062
C54 -1.16015 -1.71240 -3.00306  0.135
C55 -1.28890 -2.88593 -3.81670  0.019
H48 0.57004 -5.40147 -5.29914  0.009
H49 -1.69265 -6.24774 -5.85614  0.001
H50 -3.69690 -4.94719 -5.20030  0.008
H51 -4.70564 -2.97182 -4.22415  0.007
H52 -4.49634 -0.80655 -2.99509  0.005
H53 -2.33809 -0.09640 -2.17077  0.001
S1 1.31046 -2.84552 -0.20120  0.002
S2 5.42891 -1.79227 0.28684  0.000
C56 2.68584 -1.68921 -0.64870  0.000

=====

no.,electronic energy (Ha)
1,-3568.80658
2,-4220.39433